Arrangement a

The following is a DFT calculation (ωB97M-V/def2-TZVPD) of an isolated ion of composition C4H9N2O and charge +1.

Values from the calculation:
multiplicity = 3
⟨S²⟩ = 2.012
total charge = +1

Last columns: bonded neighbours and bond lengths (Å).
Atoms and positions in Å:
1 C 0.98378 1.05172 0.35968  C2 1.525, C3 1.507, H8 1.110, H9 1.025
2 C 0.88554 -0.43194 0.02046  C1 1.525, N6 1.490, H10 1.130, H11 1.014
3 C -0.34921 1.23953 -0.31788  C1 1.507, N6 1.536, H12 1.105, H13 1.183
4 C -1.54776 -0.98638 0.48508  N5 1.431, N6 1.523, O7 1.337, H14 1.055
5 N -1.59270 -2.41412 0.40761  C4 1.431, O7 1.510, H15 1.032
6 N -0.53426 -0.28269 -0.40742  C2 1.490, C3 1.536, C4 1.523, H16 1.071
7 O -2.62858 -1.46265 -0.14213  C4 1.337, N5 1.510
8 H 0.95020 1.34454 1.43028  C1 1.110
9 H 1.76131 1.51933 -0.11825  C1 1.025
10 H 1.44354 -0.79884 -0.89067  C2 1.130
11 H 1.09212 -1.08617 0.76670  C2 1.014
12 H -1.16859 1.57574 0.34313  C3 1.105
13 H -0.59278 1.81537 -1.32196  C3 1.183
14 H -1.75832 -0.67016 1.46968  C4 1.055
15 H -1.18960 -2.83141 -0.44595  N5 1.032
16 H -0.62405 -0.66032 -1.40557  N6 1.071


Arrangement b

The following is a DFT calculation (ωB97M-V/def2-TZVPD) of an isolated ion of composition C4H9N2O and charge +1.

Values from the calculation:
multiplicity = 3
⟨S²⟩ = 2.015
total charge = +1

Last columns: bonded neighbours and bond lengths (Å).
Atoms and positions in Å:
1 C -0.80897 1.67209 -0.27513  N6 1.319, O7 1.282, H8 1.022
2 C -1.43345 -0.23075 0.81120  N5 1.243, O7 1.397, H9 1.117
3 C 1.83058 -1.53567 -0.27960  C4 1.579, H10 1.146, H11 1.194, H12 1.104
4 C 0.49205 -1.66242 0.54844  C3 1.579, N5 1.402, H13 1.086, H14 1.213
5 N -0.33599 -0.55327 0.32531  C2 1.243, C4 1.402
6 N -1.08484 2.80114 -0.89786  C1 1.319, H15 1.072, H16 0.992
7 O -1.76713 1.00618 0.25499  C1 1.282, C2 1.397
8 H 0.18688 1.44722 -0.32096  C1 1.022
9 H -2.28205 -0.65227 1.40246  C2 1.117
10 H 2.42322 -0.56735 -0.12417  C3 1.146
11 H 2.52139 -2.45194 0.04982  C3 1.194
12 H 1.66019 -1.45605 -1.36707  C3 1.104
13 H 0.07472 -2.65430 0.40519  C4 1.086
14 H 0.77476 -1.74160 1.72573  C4 1.213
15 H -0.28847 3.31768 -1.39553  N6 1.072
16 H -1.96289 3.26130 -0.86281  N6 0.992


Here are the energies relative to the best structure, in hartree: arrangement a 0.1253; arrangement b 0.0000.


Arrangement a

The following is a DFT calculation (ωB97M-V/def2-TZVPD) of one molecule with the formula C3H6ClN.

Values from the calculation:
total charge = 0

Last columns: bonded neighbours and bond lengths (Å).
Atoms and positions in Å:
1 C 1.02720 -0.60333 0.07408  C2 1.695, N4 1.301, H7 1.089
2 C -0.15982 0.60508 0.14129  C1 1.695, C3 1.511, H6 1.089, H8 1.088
3 C -1.51597 0.01147 -0.16326  C2 1.511, H9 1.087, H10 1.089, H11 1.088
4 N 2.29697 -0.87762 0.00977  C1 1.301, Cl5 1.712
5 Cl 3.43114 0.40410 -0.04036  N4 1.712
6 H -0.10752 1.00441 1.15315  C2 1.089
7 H 0.49899 -1.55514 0.10427  C1 1.089
8 H 0.12622 1.38514 -0.56064  C2 1.088
9 H -1.51867 -0.51848 -1.11252  C3 1.087
10 H -2.24506 0.81834 -0.22572  C3 1.089
11 H -1.83349 -0.67397 0.61993  C3 1.088


Arrangement b

The following is a DFT calculation (ωB97M-V/def2-TZVPD) of a 2-piece molecular cluster, C3H6ClN overall.

Values from the calculation:
total charge = 0

Last columns: bonded neighbours and bond lengths (Å).
Atoms and positions in Å:
1 C 0.59978 -0.24835 0.35668  C2 1.587, H6 1.106, H7 1.262, N10 1.495
2 C -0.92687 -0.11431 -0.05524  C1 1.587, C3 1.405, Cl11 1.619
3 C -1.62436 1.10370 -0.12515  C2 1.405, H8 1.167, H9 0.959
4 H 2.87855 -0.55721 0.17163  no bonds
5 H 1.64926 -0.38459 -1.29034  N10 1.077
6 H 0.89514 0.67538 0.88757  C1 1.106
7 H 0.53183 -1.15841 1.22899  C1 1.262
8 H -2.70187 1.18365 -0.56568  C3 1.167
9 H -1.10851 1.91159 -0.16626  C3 0.959
10 N 1.67076 -0.97651 -0.39048  C1 1.495, H5 1.077
11 Cl -1.86371 -1.43494 -0.05173  C2 1.619


Here are the energies relative to the best structure, in hartree: arrangement a 0.0000; arrangement b 0.0887.


Arrangement a

The following is a DFT calculation (ωB97M-V/def2-TZVPD) of a 2-piece molecular cluster, C4H8N2P overall.

Values from the calculation:
total charge = +1

Last columns: bonded neighbours and bond lengths (Å).
Atoms and positions in Å:
1 C -1.29727 0.87448 1.40783  C4 1.501, N5 1.243, H8 1.122
2 C 0.06446 -0.92935 0.45278  N5 1.322, N6 1.343, H9 1.078
3 C 2.12085 -0.97131 -1.04432  N6 1.428, P7 1.648
4 C -2.24315 1.33731 0.33758  C1 1.501, H11 1.084, H12 1.083, H13 1.102
5 N -0.56053 -0.11949 1.29016  C1 1.243, C2 1.322
6 N 1.06054 -0.40076 -0.27645  C2 1.343, C3 1.428, H14 1.079
7 P 3.07443 -0.37184 -2.24679  C3 1.648, H15 1.514
8 H -1.38904 1.43225 2.37674  C1 1.122
9 H -0.10197 -1.99207 0.52110  C2 1.078
10 H 1.85937 -2.46263 -0.65067  no bonds
11 H -2.14783 2.41711 0.31945  C4 1.084
12 H -1.98275 0.90141 -0.61952  C4 1.083
13 H -3.32548 1.25109 0.52794  C4 1.102
14 H 0.94002 0.65348 -0.07883  N6 1.079
15 H 3.92837 -1.61967 -2.31701  P7 1.514


Arrangement b

The following is a DFT calculation (ωB97M-V/def2-TZVPD) of an isolated ion of composition C4H8N2P and charge +1.

Values from the calculation:
total charge = +1

Last columns: bonded neighbours and bond lengths (Å).
Atoms and positions in Å:
1 C -0.44386 1.16492 0.33908  C2 1.435, N5 1.356, H8 1.018
2 C -0.99301 -0.14685 0.14866  C1 1.435, C4 1.508, N6 1.333
3 C 1.91621 0.63384 0.51353  N5 1.311, P7 1.643
4 C -2.41293 -0.50447 -0.21236  C2 1.508, H9 1.100, H10 1.137, H11 1.128
5 N 0.88036 1.43454 0.45584  C1 1.356, C3 1.311, H12 1.091
6 N -0.09179 -1.12766 0.19366  C2 1.333, H13 1.054
7 P 2.71427 -0.64341 -0.14218  C3 1.643, H14 1.310, H15 1.430
8 H -1.06134 1.97309 0.28825  C1 1.018
9 H -2.93933 0.34860 -0.66571  C4 1.100
10 H -2.26936 -1.37136 -0.93373  C4 1.137
11 H -2.95881 -0.83605 0.71766  C4 1.128
12 H 1.13397 2.49255 0.37442  N5 1.091
13 H -0.46281 -2.08992 -0.02291  N6 1.054
14 H 2.94193 -0.72988 -1.42953  P7 1.310
15 H 4.04648 -0.59794 0.37532  P7 1.430


Here are the energies relative to the best structure, in hartree: arrangement a 0.0000; arrangement b 0.0354.


Arrangement a

The following is a DFT calculation (ωB97M-V/def2-TZVPD) of an isolated ion of composition C3H5Cl2O3S and charge -1.

Values from the calculation:
total charge = -1

Last columns: bonded neighbours and bond lengths (Å).
Atoms and positions in Å:
1 C -0.23186 -1.61685 0.60262  C2 1.508, H10 1.089, H11 1.083, H12 1.087
2 C -0.58303 -0.61374 -0.46734  C1 1.508, Cl3 1.814, C4 1.527, H13 1.081
3 Cl -2.25096 -0.94859 -1.09754  C2 1.814
4 C -0.47925 0.85521 -0.06341  C2 1.527, Cl5 1.775, S6 1.854, H14 1.080
5 Cl -1.16126 1.16133 1.54657  C4 1.775
6 S 1.27098 1.44826 -0.21531  C4 1.854, O7 1.448, O8 1.457, O9 1.469
7 O 1.65784 1.84538 1.12226  S6 1.448
8 O 1.95675 0.26464 -0.71813  S6 1.457
9 O 1.13079 2.53422 -1.19395  S6 1.469
10 H 0.78605 -1.40927 0.92774  C1 1.089
11 H -0.90495 -1.58297 1.45078  C1 1.083
12 H -0.25287 -2.61565 0.17356  C1 1.087
13 H 0.10244 -0.76008 -1.28968  C2 1.081
14 H -1.04069 1.43812 -0.77816  C4 1.080


Arrangement b

The following is a DFT calculation (ωB97M-V/def2-TZVPD) of an isolated ion of composition C3H5Cl2O3S and charge -1.

Values from the calculation:
total charge = -1

Last columns: bonded neighbours and bond lengths (Å).
Atoms and positions in Å:
1 C -0.81539 0.46444 -0.26173  C3 1.520, H10 1.027, H11 1.113, H12 1.036
2 C 1.35310 -0.68034 0.15748  C3 1.437, Cl8 1.806, H13 1.105, H14 1.141
3 C 0.37561 0.24624 0.65789  C1 1.520, C2 1.437, S7 2.198, Cl9 1.769
4 O 0.64778 -1.47717 2.99493  S7 1.500
5 O -1.27471 -2.02374 1.51247  S7 1.461
6 O -1.46624 -0.05174 2.92057  S7 1.480
7 S -0.54494 -0.98240 2.23153  C3 2.198, O4 1.500, O5 1.461, O6 1.480
8 Cl 2.30130 0.04225 -1.19940  C2 1.806
9 Cl 1.17664 1.64091 1.39450  C3 1.769
10 H -1.16819 1.42229 -0.37537  C1 1.027
11 H -1.60948 -0.18157 0.17536  C1 1.113
12 H -0.60264 0.13671 -1.22114  C1 1.036
13 H 0.86582 -1.47880 -0.43119  C2 1.105
14 H 2.06826 -1.01861 0.98023  C2 1.141


Here are the energies relative to the best structure, in hartree: arrangement a 0.0000; arrangement b 0.0408.